1.
C6H6N2S | ωB97M-V/def2-TZVPD

Last column: Löwdin charge in e.
Cartesian coordinates (Å):
C -3.9494 -0.0398 0.5404  -0.522
C 0.6609 0.3514 0.6755  -0.117
C 0.3739 1.4750 -0.1779  -0.096
C 0.1013 -0.8230 0.4219  -0.154
C -0.7809 1.4418 -0.8703  -0.223
C -0.5143 -1.0919 -0.8843  -0.275
N -5.0805 -0.0289 0.8641  0.079
N -2.6980 -0.0037 0.3004  -0.303
S -1.9881 0.1076 -1.0728  1.077
H 1.3767 0.4654 1.5211  0.127
H 0.9324 2.3392 -0.0059  0.096
H 0.2997 -1.6465 1.1393  0.126
H -1.0006 2.1875 -1.4831  0.014
H 0.1043 -0.8686 -1.7458  0.102
H -1.0533 -2.0039 -0.9184  0.069

Output
Energy above the lowest of the compared OMol25 structures with the same formula, charge and spin: 70.1 kcal per mole
LUMO energy: -0.029 Eh
2S+1: 1
Frontier orbital gap: 8.01 eV
HOMO level: -8.796 eV

2.
C26H24N9S3Zn | ωB97M-V/def2-TZVPD

Last column: Löwdin charge in e.
Cartesian coordinates (Å):
Zn 12.6008 8.2484 12.8530  0.412
S 12.9145 8.2528 15.1454  0.568
C 14.6308 7.8812 14.9391  -0.778
N 15.3134 7.5950 16.0875  0.073
N 16.5712 7.4326 15.8139  0.022
C 17.3644 6.8798 16.7846  -0.236
C 18.5298 6.2099 16.4301  -0.036
C 19.3222 5.5944 17.3644  -0.081
C 18.9835 5.6391 18.7153  -0.081
C 17.7799 6.2113 19.0925  -0.075
C 16.9707 6.8060 18.1438  -0.009
N 15.2757 7.7090 13.7764  -0.012
N 14.6729 8.3940 12.7634  -0.052
C 15.5043 8.3629 11.6664  -0.297
C 16.4274 7.2472 11.5181  -0.016
C 17.3505 7.2587 10.4895  -0.094
C 17.4159 8.2897 9.5756  -0.089
C 16.6349 9.4125 9.8094  -0.069
C 15.6227 9.4134 10.7774  -0.036
H 16.9283 7.4390 14.8302  0.164
H 18.7383 6.1754 15.3788  0.106
H 20.3332 5.2189 17.1276  0.119
H 19.6270 5.1473 19.4337  0.108
H 17.5965 6.2599 20.1402  0.101
H 16.0224 7.3365 18.3633  0.117
H 16.3853 6.4376 12.2447  0.096
H 18.0730 6.4736 10.2798  0.109
H 18.0172 8.2281 8.6974  0.101
H 16.7961 10.2825 9.1862  0.106
H 14.9186 10.2451 10.9221  0.114
N 11.4373 6.6481 8.9153  0.182
C 11.7942 7.7781 8.2950  -0.211
C 11.6768 8.1332 6.9592  -0.033
C 11.9880 9.3912 6.5282  -0.079
C 12.2315 10.3701 7.5051  -0.071
C 12.4166 10.0234 8.8453  -0.038
C 12.2921 8.7000 9.2656  -0.181
N 12.1558 8.0586 10.5307  0.109
C 11.7506 6.7942 10.2505  -0.249
C 11.3687 5.8485 11.2234  -0.273
C 10.8650 4.5724 11.1305  -0.330
S 10.9196 3.7495 12.6491  1.051
C 11.4548 5.2643 13.4114  -0.396
N 11.6480 6.2523 12.5942  -0.023
H 11.1722 5.7778 8.5044  0.164
H 11.2834 7.3776 6.2821  0.118
H 12.0807 9.5616 5.4386  0.124
H 12.3292 11.4567 7.2069  0.130
H 12.7474 10.7970 9.5272  0.100
H 10.5228 4.1343 10.1953  0.086
H 11.6005 5.3278 14.5077  0.094
S 10.8311 10.2891 12.2605  0.636
C 9.2697 9.7833 12.6740  -0.801
N 8.3111 9.4377 11.7338  0.019
C 7.0730 9.0048 12.3532  -0.150
C 7.3412 9.1604 13.8674  -0.143
N 8.7119 9.5999 13.8954  0.021
H 8.5516 9.4314 10.7499  0.138
H 6.7910 7.9659 12.0908  0.118
H 6.1646 9.5218 12.0254  0.117
H 7.2352 8.1484 14.3495  0.128
H 6.6137 9.7873 14.4205  0.128
H 9.2327 9.8260 14.7519  0.163

Output
Net charge: +1
LUMO energy (spin up / spin down): -0.127 / -0.126 Eh
2S+1: 1
Frontier orbital gap (spin up / spin down): 6.20 / 6.34 eV
HOMO level (spin up / spin down): -9.648 / -9.763 eV

3.
C35H55ClINO9Si | ωB97M-V/def2-TZVPD

Last column: Löwdin charge in e.
Cartesian coordinates (Å):
C -0.3966 3.2829 2.5532  -0.107
C -2.0180 3.6583 2.3830  -0.309
C -2.8625 2.7949 3.4839  -0.138
C -3.3040 1.2888 3.0233  -0.208
C -2.1017 0.3507 2.4267  -0.233
C -2.6208 -1.2217 2.2800  -0.202
C -1.3405 -2.0443 1.6167  -0.226
C -1.8261 -3.2952 0.6551  -0.201
C -0.9835 -3.1054 -0.7743  -0.259
C -0.8965 -4.4929 -1.6433  -0.286
Si 0.7056 -4.6387 -2.7167  0.536
C 1.8471 -3.0740 -2.6315  -0.227
C 1.8124 -6.1278 -2.0718  -0.213
C 0.2412 -5.1418 -4.5579  -0.214
C -1.2396 -5.7369 -4.9339  -0.077
C -1.5611 -6.1820 -6.4889  -0.066
C -0.3361 -6.0141 -7.6139  -0.075
C 1.1353 -5.4014 -7.2044  -0.077
C 1.4873 -4.9384 -5.6531  -0.052
C -2.1489 5.2745 2.7942  -0.221
C -3.6635 5.9215 2.9049  -0.196
N -3.7685 7.3583 2.4455  -0.012
C -1.1772 5.6095 4.0954  -0.075
C -1.6633 6.8993 4.9823  -0.111
O -2.0479 6.6761 6.2694  -0.093
C -1.6458 5.9309 1.3404  -0.225
O -0.6992 6.8393 1.0923  0.018
O -2.5337 5.2183 0.4091  -0.179
C -2.5203 3.7782 0.8319  -0.638
I -1.2940 2.9024 -0.7838  0.940
C -4.0255 3.3066 0.3929  -0.248
C -4.6523 4.1013 -0.8979  -0.252
C -5.6541 3.0256 -1.6837  -0.511
Cl -4.8487 2.6478 -3.3514  0.416
H -0.1248 2.2700 1.9827  0.043
H 0.3118 4.1005 2.1087  0.098
H -0.1132 3.0626 3.6921  0.102
H -2.1441 2.6594 4.4279  0.127
H -3.8272 3.3240 3.9040  0.128
H -3.6976 0.7395 4.0074  0.124
H -4.2314 1.2590 2.2764  0.110
H -1.0853 0.4378 3.0441  0.123
H -1.9102 0.7198 1.3088  0.067
H -3.5877 -1.2871 1.5834  0.122
H -2.8735 -1.6249 3.3518  0.112
H -0.7662 -1.2598 0.9258  0.100
H -0.5791 -2.3526 2.4505  0.112
H -2.9996 -3.2182 0.4918  0.113
H -1.5651 -4.2967 1.2102  0.110
H 0.0919 -2.7419 -0.4838  0.091
H -1.5821 -2.3100 -1.3904  0.122
H -1.8480 -4.5197 -2.3629  0.074
H -1.0426 -5.4147 -0.9021  0.094
H 2.6995 -3.2329 -3.4378  0.033
H 1.2648 -2.0744 -2.8143  0.053
H 2.4125 -3.0898 -1.5804  0.061
H 2.9296 -5.8520 -2.3483  0.037
H 1.4821 -7.0818 -2.6797  0.050
H 1.6330 -6.2642 -0.9235  0.046
H -2.0922 -5.8701 -4.1393  0.073
H -2.6230 -6.6076 -6.8161  0.084
H -0.5493 -6.3466 -8.7158  0.072
H 1.9774 -5.3031 -8.0111  0.073
H 2.5444 -4.4915 -5.3298  0.085
H -4.4745 5.3141 2.2740  0.130
H -4.0828 5.8969 4.0225  0.139
H -2.9623 7.9474 2.7477  0.065
H -3.9834 7.4510 1.4288  0.086
H -1.1973 4.6730 4.8350  0.129
H -0.0852 5.8050 3.7038  0.133
H -1.7562 7.9992 4.5935  0.133
H -4.7594 3.2913 1.3308  0.125
H -3.9344 2.1626 0.0657  0.088
H -5.3372 5.0032 -0.5251  0.126
H -3.8661 4.4402 -1.7001  0.081
H -6.7376 3.4969 -1.8531  0.098
H -5.7401 1.9911 -1.1435  0.077
C 7.1547 -1.6280 -3.1029  -0.016
C 6.0268 -2.3256 -2.3736  -0.349
C 6.0901 -2.1941 -0.8818  -0.109
O 5.3850 -3.3420 -0.4490  0.058
C 5.5408 -4.2825 -1.4284  -0.513
O 5.2256 -5.4555 -1.3207  0.118
O 6.0990 -3.7323 -2.5481  0.081
H 7.2147 -1.9710 -4.1427  0.089
H 7.0124 -0.5425 -3.0972  0.092
H 8.1253 -1.8504 -2.6440  0.089
H 5.0601 -1.9920 -2.7708  0.154
H 5.6077 -1.2830 -0.5209  0.107
H 7.1081 -2.2442 -0.4821  0.147
C 2.7955 -0.4789 3.1696  -0.013
C 3.7919 0.4826 2.5585  -0.343
C 3.1898 1.7753 2.0971  -0.114
O 4.0947 2.1853 1.0895  0.075
C 4.6494 1.0441 0.5815  -0.494
O 5.3368 0.9948 -0.4244  0.128
O 4.3301 -0.0381 1.3527  0.080
H 3.2224 -1.4863 3.2410  0.094
H 2.4977 -0.1502 4.1707  0.093
H 1.8931 -0.5650 2.5529  0.079
H 4.6275 0.6468 3.2501  0.164
H 3.1335 2.5193 2.8947  0.146
H 2.1999 1.6585 1.6441  0.128

Output
Structure (SMILES): C[C@@]1(CCCCCCCC[Si](C)(C)c2ccccc2)[C@@](CN)(CC=O)C(=O)O[C@]1(I)CCCCl.C[C@@H]1COC(=O)O1.C[C@@H]1COC(=O)O1
LUMO energy: -0.011 Eh
2S+1: 1
Frontier orbital gap: 7.96 eV
HOMO level: -8.254 eV